{
  "formula": "CH6NO",
  "method": "the ωB97M-V functional and the def2-TZVPD basis",
  "e_lumo_ev": [-11.537, -18.093],
  "spin_multiplicity": 2,
  "s_squared": 0.75,
  "e_homo_ev": [-23.583, -23.167],
  "charge": 2,
  "orbital_gap_ev": [12.0, 5.1],
  "total_energy_ev": -4645.8581,
  "relative_energy_kj_mol": 356.46,
  "elements": ["O", "H", "H", "H", "C", "N", "H", "H", "H"],
  "positions_angstrom": [[-0.158, 0.658, -1.840], [-0.354, -0.210, -0.239], [0.060, 1.414, -2.413], [-0.831, 0.270, -2.342], [0.795, -0.454, 1.365], [-0.459, -0.551, 0.723], [1.414, 0.398, 1.119], [0.839, -0.764, 2.430], [-1.305, -0.760, 1.197]],
  "mulliken_charge": [-0.085, 0.312, 0.476, 0.436, 0.016, -0.083, 0.303, 0.332, 0.293]
}